Here is a cluster of 3 separate species, C2H10NO2S in total in a non-equilibrium geometry from the OMol25 dataset. Energies are from ωB97M-V with the def2-TZVPD basis set.

Positions of all 16 atoms, in Å:
C 0.32781 -0.21302 0.28006
C 0.37336 -1.23024 -0.76320
S -0.79184 -1.20929 -2.20914
N 0.33298 1.26860 -0.15624
H -0.59636 -0.28400 0.86438
H 1.35091 -0.37779 0.80306
H 1.41514 -1.17891 -1.06069
H 0.21633 -2.18513 -0.35328
H 1.29333 1.45603 -0.18977
H 0.05616 1.17433 -1.15947
H -0.33465 3.23005 -0.00147
H -0.91380 4.11114 1.05936
O -0.67976 4.16758 0.10802
H 0.45070 -2.68305 4.21676
H 1.11718 -2.05840 2.98586
O 0.93933 -1.92711 3.91375

Total charge: -1
Maximum force (eV Å⁻¹): 2.8
Lowest unoccupied orbital energy (eV): 3.132
Spin multiplicity: 1
Kohn-Sham gap (eV): 5.8
Energy above the lowest of the compared OMol25 structures with the same formula, charge and spin (eV): 1.049
Calculated total energy (eV): -18656.91856


Here is a structure of composition C27H29InN4O5 from the OMol25 dataset. Energies are from ωB97M-V with the def2-TZVPD basis set.

Positions of all 66 atoms, in Å:
In 1.16831 -1.51138 1.55148
O 3.49770 0.33940 0.72791
C 3.63186 1.51831 1.50375
C 2.35227 1.95145 2.22856
N 1.60159 0.87232 2.87114
C 2.28547 0.32454 4.04414
C 3.53347 -0.50835 3.67508
O 4.55441 -0.32482 4.31824
O 3.34863 -1.33571 2.71558
C 0.27221 1.32691 3.23472
C -0.53318 1.83946 2.06639
O -1.23412 2.80003 2.06268
O -0.36844 1.02897 0.95086
H 3.76919 -0.37694 1.34124
H 3.90805 2.33173 0.82892
H 4.44426 1.39847 2.22382
H 1.69141 2.44087 1.50831
H 2.64262 2.71076 2.97265
H 1.59736 -0.36316 4.54589
H 2.57326 1.10846 4.75519
H 0.27621 2.13998 3.97337
H -0.27808 0.48521 3.66741
C 3.87881 -2.34759 -2.32261
C 3.08785 -1.98841 -3.39855
C 1.71162 -1.98238 -3.24829
C 1.16191 -2.34357 -2.02186
N 1.92905 -2.66338 -0.97498
C 3.24925 -2.66442 -1.12951
C -0.31950 -2.37852 -1.83164
C -1.17346 -2.56473 -2.91751
C -2.53885 -2.54787 -2.70069
C -3.01290 -2.33495 -1.41895
C -2.09125 -2.18413 -0.38821
N -0.77825 -2.22324 -0.59317
C -2.55193 -1.95982 1.00974
C -3.62877 -1.11896 1.27637
C -4.00888 -0.91832 2.59155
C -3.30923 -1.56839 3.59539
C -2.24562 -2.38054 3.23111
N -1.86509 -2.57231 1.97267
H 4.95640 -2.36426 -2.39587
H 3.53398 -1.70660 -4.34280
H 1.07817 -1.67453 -4.06727
H 3.82737 -2.91682 -0.24772
H -0.77726 -2.74354 -3.90589
H -3.22624 -2.70126 -3.52206
H -4.07393 -2.31890 -1.21442
H -4.12941 -0.59781 0.47243
H -4.82987 -0.25417 2.82722
H -3.57602 -1.44788 4.63584
H -1.66346 -2.89997 3.98431
C -2.43491 3.78573 -2.27987
C -1.50673 2.59150 -2.53707
C -2.23346 1.54071 -3.38081
C -0.24647 3.06531 -3.27273
C -1.11628 2.00816 -1.24138
C -0.76546 1.52852 -0.20286
H -2.69180 4.26540 -3.22604
H -1.94916 4.52030 -1.63827
H -3.35454 3.46366 -1.79156
H -2.49967 1.96618 -4.35013
H -3.14684 1.21034 -2.88502
H -1.59705 0.67196 -3.54700
H -0.52035 3.49954 -4.23592
H 0.43604 2.23308 -3.44589
H 0.27772 3.82037 -2.68744

Maximum force (eV Å⁻¹): 0.5
Lowest unoccupied orbital energy (eV): -0.115
Spin multiplicity: 1
Kohn-Sham gap (eV): 7.4
Energy above the lowest of the compared OMol25 structures with the same formula, charge and spin (eV): 2.262
Calculated total energy (eV): -49840.07738


Here is a cluster of 9 separate species, C19H44N5O17 in total in a non-equilibrium geometry from the OMol25 dataset. Energies are from ωB97M-V with the def2-TZVPD basis set.

Positions of all 85 atoms, in Å:
C -3.30603 -7.01387 -13.60536
C -4.52587 -6.56824 -14.34036
O -5.02853 -5.50706 -14.10880
N -5.22708 -7.60468 -15.18698
H -4.82351 -7.59232 -16.12926
H -4.95101 -8.53416 -14.81099
C -6.73694 -7.55552 -15.21851
H -3.17370 -8.09418 -13.57989
H -3.22460 -6.59055 -12.60932
H -2.49097 -6.59524 -14.21187
H -7.09116 -8.41668 -15.77274
H -7.02433 -6.56980 -15.57121
H -7.00409 -7.61287 -14.16222
C -3.66158 -4.58304 -10.19175
C -4.91637 -4.76732 -10.92129
O -5.26556 -5.84166 -11.26430
N -5.93095 -3.59925 -10.94382
H -5.62547 -2.80034 -10.39032
H -6.03268 -3.29362 -11.91513
C -7.28105 -4.10160 -10.48144
H -3.83150 -4.29766 -9.14733
H -3.01296 -3.75585 -10.50292
H -3.01661 -5.45124 -10.26254
H -7.12971 -4.57729 -9.51687
H -7.62304 -4.83133 -11.21048
H -8.01052 -3.29682 -10.44232
C -10.18288 -13.45543 -18.08561
C -8.69307 -13.44283 -18.06631
O -7.98623 -14.37418 -17.89664
N -8.13336 -12.04093 -18.14459
H -8.19749 -11.68402 -19.09943
H -8.76964 -11.42218 -17.63199
C -6.75831 -11.95949 -17.52618
H -10.67049 -14.39867 -17.85221
H -10.50928 -13.12337 -19.07526
H -10.62302 -12.77224 -17.35338
H -6.02025 -12.29000 -18.25434
H -6.65074 -12.67140 -16.71492
H -6.53657 -10.94962 -17.20093
C -2.35841 -11.06976 -12.42929
C -1.34724 -10.00512 -12.71954
O -1.02324 -9.61023 -13.78164
N -0.69252 -9.38869 -11.49337
H -1.29552 -9.48489 -10.67635
H 0.10248 -9.98222 -11.24644
C -0.38014 -7.92613 -11.68422
H -3.15980 -10.74692 -11.76897
H -1.73326 -11.85008 -11.97392
H -2.70907 -11.51807 -13.35505
H -1.20294 -7.28018 -11.39390
H 0.03573 -7.63173 -12.64726
H 0.44572 -7.67620 -11.01574
C -9.89280 -7.98806 -13.09348
C -8.97594 -8.91815 -12.34882
O -7.90402 -8.61455 -11.95339
N -9.49995 -10.31755 -12.14302
H -9.40582 -10.62630 -11.17307
H -10.50052 -10.41301 -12.31686
C -8.59420 -11.23811 -12.97962
H -9.94211 -7.06612 -12.51641
H -10.86316 -8.45465 -13.25235
H -9.47148 -7.73330 -14.06721
H -8.66843 -10.98005 -14.03408
H -8.91908 -12.25279 -12.74807
H -7.62059 -11.20978 -12.49253
O -6.36369 -10.91530 -14.62615
C -5.22459 -10.85804 -13.84731
O -5.33626 -11.50538 -12.76821
O -4.30116 -10.08902 -14.17374
H -6.73058 -11.69118 -14.16807
O -1.53346 -4.62270 -12.47263
C -0.15083 -4.70885 -12.54768
O 0.24792 -4.87777 -13.73264
O 0.58328 -4.78694 -11.54186
H -1.59977 -4.45481 -13.44112
O -11.27804 -9.07038 -16.04281
C -10.12910 -9.67326 -16.40078
O -9.86465 -10.85473 -16.05433
O -9.32025 -9.00366 -17.10704
H -11.12740 -8.19432 -16.43499
O -2.41916 -6.03942 -18.60232
C -2.93452 -6.82286 -17.59597
O -3.90359 -7.57191 -17.89718
O -2.37785 -6.74101 -16.49459
H -2.79779 -6.22028 -19.46512

Total charge: +1
Maximum force (eV Å⁻¹): 4.2
Lowest unoccupied orbital energy (eV): -3.419
Spin multiplicity: 1
Kohn-Sham gap (eV): 5.1
Energy above the lowest of the compared OMol25 structures with the same formula, charge and spin (eV): 1.538
Calculated total energy (eV): -62664.64068


Here is a structure of composition C4H8O2 in a non-equilibrium geometry from the OMol25 dataset. Energies are from ωB97M-V with the def2-TZVPD basis set.

Positions of all 14 atoms, in Å:
C -1.73741 -0.07668 0.44983
C -0.24236 0.03135 0.57719
C 0.51658 -1.05305 -0.13789
O 1.76479 -0.51717 -0.37569
C 1.57953 0.91210 -0.41858
O 0.23472 1.17457 -0.15159
H -2.07660 -1.02168 0.88738
H -2.22939 0.74907 0.96461
H -2.01064 -0.04923 -0.60874
H 0.05212 0.16060 1.63459
H 0.18927 -1.99838 -0.57008
H -0.19808 -1.14045 -1.28331
H 2.24183 1.35141 0.34347
H 1.83348 1.29578 -1.41453

Maximum force (eV Å⁻¹): 3.8
Lowest unoccupied orbital energy (eV): 1.056
Spin multiplicity: 1
Kohn-Sham gap (eV): 10.1
Energy above the lowest of the compared OMol25 structures with the same formula, charge and spin (eV): 3.901
Calculated total energy (eV): -8369.38027


Here is a cluster of 2 separate species, C3H9NO2 in total in a non-equilibrium geometry from the OMol25 dataset. Energies are from ωB97M-V with the def2-TZVPD basis set.

Positions of all 15 atoms, in Å:
C 0.15378 1.03911 0.62634
C -0.34191 -0.15317 -0.19694
C -0.29767 -0.13871 -1.81251
N -1.59665 -0.24963 -2.36249
O 0.75559 -0.01066 -2.44774
H 0.88898 1.73134 0.00746
H 0.71270 0.80878 1.53556
H -0.70834 1.71888 0.91074
H 0.24823 -0.98952 0.18018
H -1.39920 -0.20140 0.06552
H -2.29468 0.03694 -1.67342
H -1.69146 0.12498 -3.24548
O 1.18818 -0.49355 4.60225
H 1.09641 -1.43738 4.41833
H 1.68859 -0.49490 5.40111

Maximum force (eV Å⁻¹): 3.8
Lowest unoccupied orbital energy (eV): 0.753
Spin multiplicity: 1
Structure (SMILES): CCC(N)=O.O
Kohn-Sham gap (eV): 10.5
Energy above the lowest of the compared OMol25 structures with the same formula, charge and spin (eV): 1.172
Calculated total energy (eV): -8841.78359


Here is an isolated molecule of C9H19ClF3O2PS in a non-equilibrium geometry from the OMol25 dataset. Energies are from ωB97M-V with the def2-TZVPD basis set.

Positions of all 36 atoms, in Å:
C -1.46280 3.38765 0.93112
C -0.17039 2.75697 0.34175
C -0.59170 1.76699 -0.74589
C 0.52914 0.79448 -1.24417
C 1.95697 1.31309 -0.99845
P 0.20707 -1.02342 -0.82420
C 1.41880 -1.20879 0.55597
C 1.11701 -0.39039 1.84231
C -0.36282 -0.31412 2.18875
Cl -0.51381 0.63198 3.71186
S -0.25792 -3.24549 -0.61007
O -0.93290 -3.54574 0.63178
O 0.88966 -4.05894 -0.91306
C -1.50105 -3.65199 -1.95767
F -0.92596 -3.65363 -3.12672
F -2.43344 -2.70451 -1.94134
F -2.08456 -4.78190 -1.75720
H -2.21563 3.56812 0.16311
H -1.24815 4.26200 1.54230
H -1.89494 2.62258 1.58579
H 0.43708 3.58284 -0.03248
H 0.34443 2.30918 1.19444
H -0.92359 2.37306 -1.59184
H -1.48524 1.22862 -0.40449
H 0.42017 0.84207 -2.33388
H 2.13293 2.15995 -1.66406
H 2.66124 0.53538 -1.30919
H 2.17323 1.61411 0.02332
H -1.17003 -0.81608 -0.57791
H 0.63478 -1.36383 -2.13878
H 2.45840 -1.13539 0.25356
H 1.33494 -2.24450 0.89720
H 1.56704 -0.97874 2.64417
H 1.62396 0.57184 1.87021
H -0.74529 -1.31383 2.38911
H -0.98663 0.11038 1.40466

Maximum force (eV Å⁻¹): 2.6
Lowest unoccupied orbital energy (eV): 0.435
Spin multiplicity: 1
Structure (SMILES): CCC[C@@H](C)[PH2](CCCCl)S(=O)(=O)C(F)(F)F
Kohn-Sham gap (eV): 9.5
Calculated total energy (eV): -54532.87244


- The highest Kohn-Sham gap belongs to which entry?
  C3H9NO2


- Look up the calculated total energy of the third one.
  -62664.64068 eV


- Among the records above, which one has the highest Kohn-Sham gap?
  C3H9NO2